{"formula": "C18H17FN2O5S", "method": "ωB97M-V/def2-TZVPD", "largest_force_ev_per_a": 0.8, "smiles": "C[C@@H](CC(=O)Nc1cccc(F)c1)S(=O)(=O)c1ccc2c(c1)NC(=O)CO2", "homo_energy_ha": -0.3154, "spin_multiplicity": 1, "elements": ["C", "C", "C", "C", "O", "N", "C", "C", "C", "C", "C", "F", "C", "S", "O", "O", "C", "C", "C", "C", "C", "C", "N", "C", "O", "C", "O", "H", "H", "H", "H", "H", "H", "H", "H", "H", "H", "H", "H", "H", "H", "H", "H", "H"], "positions_angstrom": [[2.988, -1.917, -0.387], [2.231, -0.640, -0.679], [2.990, 0.313, -1.601], [2.856, 1.783, -1.193], [3.818, 2.435, -0.852], [1.577, 2.227, -1.251], [1.076, 3.489, -0.936], [1.877, 4.562, -0.551], [1.299, 5.783, -0.255], [-0.072, 5.964, -0.331], [-0.850, 4.886, -0.714], [-2.190, 5.038, -0.790], [-0.306, 3.656, -1.018], [0.682, -1.130, -1.545], [1.029, -1.873, -2.722], [-0.117, 0.065, -1.734], [-0.201, -2.198, -0.406], [-0.145, -3.570, -0.556], [-0.817, -4.380, 0.342], [-1.544, -3.813, 1.383], [-1.620, -2.416, 1.505], [-0.933, -1.611, 0.610], [-2.427, -1.878, 2.503], [-3.023, -2.624, 3.470], [-3.776, -2.155, 4.287], [-2.597, -4.088, 3.480], [-2.214, -4.631, 2.230], [2.411, -2.566, 0.269], [3.173, -2.443, -1.321], [3.941, -1.699, 0.090], [1.908, -0.147, 0.239], [2.623, 0.183, -2.623], [4.055, 0.076, -1.592], [0.866, 1.555, -1.545], [2.944, 4.431, -0.488], [1.928, 6.609, 0.040], [-0.535, 6.910, -0.103], [-0.941, 2.836, -1.320], [0.412, -3.984, -1.381], [-0.801, -5.454, 0.252], [-0.995, -0.536, 0.672], [-2.625, -0.886, 2.484], [-3.425, -4.699, 3.844], [-1.762, -4.177, 4.194]], "atomic_forces_ev_per_a": [[0.0, -0.1, 0.1], [-0.6, -0.5, -0.2], [0.1, 0.3, -0.1], [0.0, -0.5, -0.2], [0.2, 0.1, 0.1], [-0.4, -0.1, -0.1], [0.0, 0.5, 0.2], [0.3, -0.1, 0.0], [-0.2, -0.1, 0.0], [-0.2, 0.0, 0.0], [0.2, 0.0, 0.0], [0.1, 0.0, 0.0], [-0.1, 0.1, 0.0], [-0.2, 0.0, 0.5], [0.2, -0.4, 0.0], [-0.2, 0.1, 0.2], [0.4, 0.4, -0.4], [0.1, 0.0, -0.1], [-0.1, 0.2, 0.2], [0.3, 0.2, -0.2], [0.2, -0.4, -0.2], [-0.1, -0.1, 0.1], [0.0, 0.4, -0.2], [0.0, -0.2, -0.1], [-0.1, -0.1, 0.2], [-0.1, 0.0, 0.6], [-0.1, 0.1, -0.4], [0.1, -0.1, 0.1], [0.1, -0.1, 0.0], [0.0, 0.1, 0.0], [-0.1, 0.0, 0.0], [0.2, 0.1, -0.1], [-0.1, 0.0, 0.0], [0.3, 0.1, 0.0], [0.0, 0.0, 0.0], [0.1, 0.1, 0.0], [-0.1, 0.1, 0.0], [-0.1, -0.1, 0.0], [0.1, -0.1, -0.1], [0.0, -0.1, 0.0], [-0.1, 0.2, 0.1], [-0.1, -0.2, 0.1], [0.1, 0.2, 0.0], [-0.1, 0.0, -0.1]]}

{"formula": "C5H3ClO2", "method": "ωB97M-V/def2-TZVPD", "largest_force_ev_per_a": 3.7, "smiles": "C#CC(=O)O/C=C/Cl", "homo_energy_ha": -0.3556, "spin_multiplicity": 1, "elements": ["C", "C", "C", "O", "O", "C", "C", "Cl", "H", "H", "H"], "positions_angstrom": [[-3.354, -0.203, -0.001], [-2.151, 0.028, 0.011], [-0.763, 0.375, -0.011], [-0.348, 1.508, -0.019], [-0.022, -0.740, -0.024], [1.379, -0.695, -0.005], [2.176, 0.353, 0.003], [3.891, 0.097, -0.003], [-4.400, -0.386, 0.025], [1.778, -1.716, -0.008], [1.815, 1.380, 0.033]], "atomic_forces_ev_per_a": [[2.9, 0.6, 0.1], [-3.7, -0.6, -0.1], [0.6, 0.9, 0.0], [-0.2, -0.6, 0.0], [1.0, -0.1, 0.1], [-0.4, -1.1, -0.1], [-0.1, 0.8, 0.1], [-0.2, 0.1, 0.0], [-0.1, 0.0, 0.0], [-0.3, 0.5, 0.0], [0.4, -0.4, -0.1]]}

{"formula": "C31H28BaN7O8PS", "method": "ωB97M-V/def2-TZVPD", "largest_force_ev_per_a": 4.0, "charge": -2, "homo_energy_ha": -0.0935, "spin_multiplicity": 1, "elements": ["Ba", "O", "C", "O", "C", "C", "C", "N", "C", "C", "C", "C", "C", "C", "C", "N", "C", "C", "C", "C", "C", "N", "H", "H", "H", "H", "H", "H", "H", "H", "H", "H", "N", "C", "C", "C", "C", "C", "C", "S", "O", "O", "N", "C", "N", "C", "C", "C", "N", "H", "H", "H", "H", "H", "H", "H", "H", "H", "O", "C", "O", "C", "O", "O", "C", "P", "C", "C", "H", "H", "H", "H", "H", "H", "H", "H", "H"], "positions_angstrom": [[-1.507, 0.305, 1.444], [3.201, 6.144, 0.805], [2.284, 5.903, -0.010], [1.989, 6.481, -1.081], [1.408, 4.686, 0.334], [1.693, 3.876, 1.425], [0.860, 2.810, 1.717], [-0.252, 2.573, 0.998], [-0.540, 3.343, -0.060], [0.280, 4.396, -0.424], [-1.840, 3.019, -0.819], [-2.291, 3.810, -1.865], [-3.479, 3.465, -2.499], [-4.197, 2.361, -2.079], [-3.702, 1.632, -1.009], [-2.558, 1.962, -0.404], [1.100, 1.902, 2.937], [2.316, 1.854, 3.610], [2.411, 1.094, 4.760], [1.302, 0.402, 5.237], [0.135, 0.462, 4.499], [0.053, 1.187, 3.374], [2.556, 4.129, 2.026], [0.092, 5.036, -1.274], [-1.728, 4.675, -2.183], [-3.842, 4.076, -3.318], [-5.116, 2.054, -2.560], [-4.219, 0.766, -0.609], [3.172, 2.390, 3.221], [3.355, 1.047, 5.291], [1.344, -0.178, 6.150], [-0.773, -0.055, 4.795], [4.498, -4.003, -3.619], [3.787, -3.035, -2.878], [4.438, -2.289, -1.900], [3.736, -1.379, -1.125], [2.378, -1.199, -1.333], [1.721, -1.933, -2.312], [2.422, -2.850, -3.079], [1.489, -0.057, -0.339], [0.699, 0.780, -1.237], [2.512, 0.577, 0.464], [0.391, -0.862, 0.528], [0.823, -1.731, 1.561], [-0.113, -2.014, 2.510], [0.256, -2.855, 3.468], [1.508, -3.434, 3.528], [2.380, -3.084, 2.506], [2.064, -2.253, 1.525], [5.479, -3.799, -3.726], [4.073, -4.228, -4.505], [5.502, -2.428, -1.742], [4.229, -0.809, -0.351], [0.660, -1.786, -2.479], [1.902, -3.421, -3.842], [-0.501, -3.071, 4.217], [1.784, -4.121, 4.316], [3.383, -3.503, 2.476], [-5.234, -0.205, 3.499], [-4.134, -0.240, 2.966], [-3.160, 0.614, 3.057], [-3.779, -1.451, 1.996], [-3.912, -2.616, 2.347], [-3.278, -1.031, 0.860], [-3.491, -2.424, -4.100], [-3.123, -1.450, -2.591], [-2.071, -2.667, -1.724], [-1.826, -0.358, -3.282], [-2.578, -2.833, -4.551], [-3.993, -1.790, -4.836], [-4.164, -3.249, -3.855], [-1.373, -3.154, -2.416], [-2.710, -3.416, -1.251], [-1.514, -2.203, -0.912], [-1.154, -0.894, -3.964], [-1.226, 0.081, -2.479], [-2.291, 0.468, -3.828]], "atomic_forces_ev_per_a": [[-0.1, 1.3, -0.3], [-0.2, 0.0, -0.1], [0.5, 0.2, -0.3], [0.0, -0.1, 0.3], [-0.3, -0.2, 0.1], [0.2, 0.1, 0.0], [-0.5, -0.5, 0.3], [0.5, 0.9, 0.0], [-0.6, -0.4, 0.0], [0.2, 0.2, -0.1], [0.5, -0.1, 0.7], [-0.1, 0.0, -0.2], [0.1, 0.2, -0.1], [0.0, -0.1, 0.0], [0.4, 0.3, 0.2], [0.0, 0.5, -0.4], [-0.6, 0.3, -0.4], [0.2, 0.0, -0.1], [0.0, 0.0, 0.0], [0.1, 0.0, 0.0], [0.3, 0.5, -0.5], [0.6, 0.6, 0.8], [0.0, 0.0, 0.0], [0.0, 0.0, 0.0], [0.0, 0.0, 0.0], [0.0, 0.0, 0.0], [0.0, 0.1, 0.0], [0.1, 0.0, 0.0], [0.0, 0.0, 0.0], [0.0, 0.0, 0.0], [0.0, 0.0, 0.0], [0.0, 0.0, -0.1], [-0.1, 0.0, 0.1], [0.2, -0.1, -0.1], [0.0, 0.1, 0.1], [0.0, -0.1, -0.1], [0.0, -0.3, -0.4], [0.1, 0.0, 0.0], [-0.1, 0.1, 0.0], [-0.6, 0.1, 0.1], [0.5, -0.6, 0.4], [-0.2, 0.1, 0.1], [3.2, -2.3, 0.4], [-0.4, 0.8, -1.4], [0.8, 0.0, -0.4], [-0.5, 0.2, -0.1], [0.2, 0.0, -0.1], [0.0, 0.0, 0.1], [-0.1, 0.0, 0.4], [0.0, 0.0, 0.0], [0.0, 0.0, 0.0], [0.0, 0.0, 0.0], [0.0, 0.0, 0.0], [0.1, 0.0, 0.1], [0.0, 0.0, 0.0], [0.0, 0.0, 0.0], [0.0, 0.0, 0.0], [0.0, 0.0, 0.0], [-0.1, 0.2, 0.2], [0.5, -0.2, -0.3], [-2.1, -0.5, 1.6], [0.0, 0.6, -0.6], [-0.1, 0.0, 0.1], [-2.3, -1.7, 0.4], [0.0, -0.2, -0.3], [-0.1, 0.2, 0.3], [0.0, -0.3, 0.1], [0.2, 0.2, -0.1], [-0.1, 0.0, 0.0], [0.0, 0.0, 0.0], [0.0, 0.0, 0.0], [0.0, 0.0, 0.0], [0.0, 0.0, -0.1], [0.0, 0.1, 0.0], [0.0, 0.0, 0.1], [-0.1, 0.0, 0.0], [0.0, 0.0, 0.0]]}

{"formula": "C28H37Br34ClNO3", "method": "ωB97M-V/def2-TZVPD", "largest_force_ev_per_a": 3.6, "charge": 1, "homo_energy_ha": -0.4118, "spin_multiplicity": 1, "elements": ["C", "C", "O", "C", "O", "C", "C", "N", "C", "C", "C", "C", "Br", "C", "C", "C", "C", "C", "C", "C", "C", "Cl", "O", "H", "H", "H", "H", "H", "H", "H", "H", "H", "H", "H", "H", "H", "H", "H", "H", "H", "H", "H", "H", "H", "H", "H", "H", "H", "H", "C", "Br", "Br", "Br", "H", "C", "Br", "Br", "Br", "H", "C", "Br", "Br", "Br", "H", "C", "Br", "Br", "Br", "H", "C", "Br", "Br", "Br", "H", "C", "Br", "Br", "Br", "H", "C", "Br", "Br", "Br", "H", "C", "Br", "Br", "Br", "H", "C", "Br", "Br", "Br", "H", "C", "Br", "Br", "Br", "H", "C", "Br", "Br", "Br", "H"], "positions_angstrom": [[-4.893, 0.863, 0.098], [-4.566, 0.559, -1.413], [-4.164, -0.819, -1.575], [-3.553, 1.603, -2.048], [-2.518, 2.056, -1.162], [-1.660, 1.029, -0.732], [-1.059, 0.147, -1.887], [0.034, -0.769, -1.421], [1.080, 0.019, -0.678], [1.588, -0.728, 0.642], [0.654, -0.509, 1.902], [0.958, -1.478, 3.109], [-0.770, -1.818, 4.063], [2.351, 0.099, -1.631], [3.164, -1.235, -1.738], [2.630, -2.592, -1.817], [3.489, -3.779, -1.953], [4.956, -3.655, -2.039], [5.501, -2.292, -1.945], [4.633, -1.096, -1.801], [0.644, 1.497, -0.317], [1.058, 2.735, -1.625], [-0.686, 1.645, 0.127], [-5.945, 0.544, 0.334], [-4.719, 1.934, 0.361], [-4.225, 0.235, 0.751], [-5.523, 0.681, -1.993], [-3.663, -1.127, -0.801], [-4.182, 2.513, -2.273], [-3.174, 1.272, -3.062], [-2.233, 0.317, -0.057], [-0.608, 0.782, -2.705], [-1.817, -0.498, -2.413], [0.472, -1.142, -2.279], [-0.317, -1.551, -0.843], [2.608, -0.318, 0.880], [1.695, -1.832, 0.496], [-0.438, -0.574, 1.635], [0.805, 0.553, 2.257], [1.356, -2.458, 2.755], [1.602, -0.969, 3.866], [3.055, 0.863, -1.194], [2.041, 0.379, -2.682], [1.530, -2.769, -1.774], [3.021, -4.813, -2.005], [5.584, -4.566, -2.171], [6.637, -2.188, -2.030], [5.117, -0.066, -1.763], [1.295, 1.801, 0.550], [-9.164, -0.237, -0.881], [-7.681, -1.302, -1.531], [-9.987, -1.038, 0.674], [-8.647, 1.599, -0.555], [-9.915, -0.220, -1.665], [9.704, -0.312, -2.563], [10.106, 1.247, -3.636], [10.424, -0.160, -0.775], [7.805, -0.699, -2.532], [10.193, -1.159, -3.034], [6.882, 1.965, 0.991], [7.403, 3.573, 0.057], [5.838, 2.360, 2.567], [5.957, 0.719, -0.171], [7.796, 1.478, 1.319], [3.286, 2.767, 6.107], [4.796, 3.895, 5.688], [1.765, 3.193, 4.987], [3.740, 0.890, 6.017], [2.999, 2.979, 7.133], [-13.828, -1.967, -0.365], [-14.693, -3.690, -0.213], [-13.466, -1.506, -2.209], [-14.826, -0.578, 0.538], [-12.869, -2.047, 0.136], [-16.714, 0.787, -3.867], [-15.791, 2.299, -3.091], [-15.556, -0.243, -5.025], [-17.543, -0.321, -2.516], [-17.512, 1.184, -4.487], [2.607, -7.814, -3.273], [1.278, -8.585, -4.444], [4.117, -7.113, -4.257], [1.840, -6.478, -2.097], [2.981, -8.614, -2.642], [-1.246, 1.865, 6.972], [0.041, 1.325, 8.312], [-2.458, 0.428, 6.526], [-2.191, 3.470, 7.488], [-0.688, 2.100, 6.073], [-5.442, -4.433, -0.198], [-5.120, -2.794, -1.197], [-4.700, -4.327, 1.585], [-7.318, -4.912, -0.172], [-4.920, -5.234, -0.712], [11.473, 3.818, -0.077], [12.951, 2.694, -0.614], [10.582, 3.132, 1.497], [12.019, 5.660, 0.154], [10.749, 3.800, -0.886], [10.822, 7.596, 3.252], [9.579, 6.318, 4.003], [10.235, 9.417, 3.528], [12.622, 7.314, 3.901], [10.841, 7.427, 2.180]], "atomic_forces_ev_per_a": [[0.1, -0.5, -0.2], [-0.3, 1.1, 0.3], [1.4, 2.8, -0.7], [-1.6, 0.2, -0.4], [0.7, -1.1, -0.6], [-0.7, -0.8, 0.9], [-0.5, 0.7, -1.6], [-0.4, 0.7, 0.2], [3.0, 0.2, 0.5], [-0.9, 0.2, 0.8], [0.1, 0.6, 0.1], [-0.4, 0.6, -0.5], [1.0, 0.0, -0.5], [0.2, -0.9, -0.1], [2.2, -1.4, -0.1], [1.9, -0.1, -0.2], [1.1, 1.5, 0.0], [-2.4, 2.6, 0.5], [-1.6, -0.8, -0.1], [-0.8, -2.5, -0.6], [0.2, 0.3, 0.8], [-0.5, -0.6, 0.5], [0.6, -1.0, -1.5], [1.0, 0.4, -0.3], [-0.3, -0.9, -0.3], [-0.5, 0.6, -0.5], [1.0, -0.3, 0.4], [-0.3, 0.5, -0.2], [0.8, -0.8, 0.4], [-0.2, 0.1, 1.2], [0.5, 0.7, -0.5], [-0.4, -0.5, 1.1], [0.4, 0.7, 0.9], [-0.2, -0.2, 0.6], [0.1, 0.4, -0.3], [-0.9, -0.5, -0.4], [0.0, 1.0, -0.3], [1.0, -0.1, 0.1], [-0.3, -1.1, -0.2], [-0.3, 0.8, 0.5], [-0.4, -0.7, -0.7], [-0.9, -0.6, -0.7], [0.3, 0.1, 1.2], [1.0, 0.0, 0.0], [1.2, 2.4, 0.1], [-0.5, 1.0, 0.2], [-2.7, -0.8, 0.6], [-1.3, -2.0, -1.1], [-0.7, -0.3, -1.0], [-0.3, 0.0, -0.3], [-0.9, 0.6, 0.3], [0.2, 0.1, -0.2], [0.0, -0.2, 0.0], [0.1, 0.0, 0.2], [0.1, 0.2, -0.1], [-0.1, -0.2, 0.2], [-0.2, 0.0, -0.2], [2.1, 1.0, -0.8], [-0.1, 0.1, 0.1], [0.2, 0.1, 0.1], [-0.4, -0.2, -0.1], [0.1, 0.0, -0.2], [0.5, 1.2, 1.8], [-0.1, 0.1, -0.1], [0.1, 0.0, 0.1], [-0.2, -0.2, 0.0], [0.1, -0.1, 0.1], [-0.1, 0.2, -0.1], [0.0, 0.0, -0.2], [0.1, 0.0, 0.1], [0.1, 0.3, -0.1], [-0.1, 0.0, 0.3], [0.1, -0.2, -0.2], [-0.1, 0.0, -0.1], [0.0, 0.0, 0.0], [-0.1, -0.2, -0.1], [-0.2, 0.1, 0.1], [0.2, 0.1, -0.2], [0.1, -0.1, 0.1], [0.0, -0.2, -0.2], [0.2, 0.2, 0.2], [-0.2, 0.0, 0.1], [-0.8, -1.4, -0.2], [-0.1, 0.2, 0.0], [0.0, 0.0, 0.0], [-0.1, 0.1, -0.2], [0.1, 0.2, 0.2], [0.1, -0.2, -0.1], [0.0, 0.0, 0.1], [-0.3, -0.4, -0.4], [-0.3, -3.3, 1.2], [-0.1, 0.1, -0.3], [0.3, 0.1, 0.1], [-0.1, 0.0, 0.2], [-0.1, -0.1, -0.1], [-0.2, 0.2, 0.1], [0.4, 0.1, 0.0], [0.0, -0.3, 0.0], [0.1, 0.0, 0.1], [0.1, 0.1, 0.0], [0.1, 0.2, -0.1], [0.1, -0.3, 0.0], [-0.3, 0.0, -0.1], [0.0, 0.0, 0.2]]}

What is the formula in the second record? C5H3ClO2

Please write out number 1 again, unchanged.
{"formula": "C18H17FN2O5S", "method": "ωB97M-V/def2-TZVPD", "largest_force_ev_per_a": 0.8, "smiles": "C[C@@H](CC(=O)Nc1cccc(F)c1)S(=O)(=O)c1ccc2c(c1)NC(=O)CO2", "homo_energy_ha": -0.3154, "spin_multiplicity": 1, "elements": ["C", "C", "C", "C", "O", "N", "C", "C", "C", "C", "C", "F", "C", "S", "O", "O", "C", "C", "C", "C", "C", "C", "N", "C", "O", "C", "O", "H", "H", "H", "H", "H", "H", "H", "H", "H", "H", "H", "H", "H", "H", "H", "H", "H"], "positions_angstrom": [[2.988, -1.917, -0.387], [2.231, -0.640, -0.679], [2.990, 0.313, -1.601], [2.856, 1.783, -1.193], [3.818, 2.435, -0.852], [1.577, 2.227, -1.251], [1.076, 3.489, -0.936], [1.877, 4.562, -0.551], [1.299, 5.783, -0.255], [-0.072, 5.964, -0.331], [-0.850, 4.886, -0.714], [-2.190, 5.038, -0.790], [-0.306, 3.656, -1.018], [0.682, -1.130, -1.545], [1.029, -1.873, -2.722], [-0.117, 0.065, -1.734], [-0.201, -2.198, -0.406], [-0.145, -3.570, -0.556], [-0.817, -4.380, 0.342], [-1.544, -3.813, 1.383], [-1.620, -2.416, 1.505], [-0.933, -1.611, 0.610], [-2.427, -1.878, 2.503], [-3.023, -2.624, 3.470], [-3.776, -2.155, 4.287], [-2.597, -4.088, 3.480], [-2.214, -4.631, 2.230], [2.411, -2.566, 0.269], [3.173, -2.443, -1.321], [3.941, -1.699, 0.090], [1.908, -0.147, 0.239], [2.623, 0.183, -2.623], [4.055, 0.076, -1.592], [0.866, 1.555, -1.545], [2.944, 4.431, -0.488], [1.928, 6.609, 0.040], [-0.535, 6.910, -0.103], [-0.941, 2.836, -1.320], [0.412, -3.984, -1.381], [-0.801, -5.454, 0.252], [-0.995, -0.536, 0.672], [-2.625, -0.886, 2.484], [-3.425, -4.699, 3.844], [-1.762, -4.177, 4.194]], "atomic_forces_ev_per_a": [[0.0, -0.1, 0.1], [-0.6, -0.5, -0.2], [0.1, 0.3, -0.1], [0.0, -0.5, -0.2], [0.2, 0.1, 0.1], [-0.4, -0.1, -0.1], [0.0, 0.5, 0.2], [0.3, -0.1, 0.0], [-0.2, -0.1, 0.0], [-0.2, 0.0, 0.0], [0.2, 0.0, 0.0], [0.1, 0.0, 0.0], [-0.1, 0.1, 0.0], [-0.2, 0.0, 0.5], [0.2, -0.4, 0.0], [-0.2, 0.1, 0.2], [0.4, 0.4, -0.4], [0.1, 0.0, -0.1], [-0.1, 0.2, 0.2], [0.3, 0.2, -0.2], [0.2, -0.4, -0.2], [-0.1, -0.1, 0.1], [0.0, 0.4, -0.2], [0.0, -0.2, -0.1], [-0.1, -0.1, 0.2], [-0.1, 0.0, 0.6], [-0.1, 0.1, -0.4], [0.1, -0.1, 0.1], [0.1, -0.1, 0.0], [0.0, 0.1, 0.0], [-0.1, 0.0, 0.0], [0.2, 0.1, -0.1], [-0.1, 0.0, 0.0], [0.3, 0.1, 0.0], [0.0, 0.0, 0.0], [0.1, 0.1, 0.0], [-0.1, 0.1, 0.0], [-0.1, -0.1, 0.0], [0.1, -0.1, -0.1], [0.0, -0.1, 0.0], [-0.1, 0.2, 0.1], [-0.1, -0.2, 0.1], [0.1, 0.2, 0.0], [-0.1, 0.0, -0.1]]}